Below is C7H18BaN3 as an isolated structure, with properties calculated with ωB97M-V/def2-TZVPD.

```
! RIJCOSX wB97M-V def2-TZVPD def2/J DEFGRID3
* xyz -1 1
C -2.45879 0.74760 -1.64838
Ba -0.68146 0.30859 -0.08368
N 1.82792 -0.09369 1.40727
N 1.00107 -0.84160 -2.04416
H 1.80562 -0.96677 1.94159
H -1.46566 1.62233 -1.27556
H -3.39602 1.19993 -1.30685
H -2.46739 -0.34504 -1.39765
H -2.42738 0.82832 -2.73687
H 1.39491 -1.75703 -1.80924
H 1.79570 -0.23649 -2.26949
H 0.47650 -0.96231 -2.91430
H 2.64667 -0.15085 0.79704
H 2.02600 0.64668 2.08461
C -1.34939 -2.97425 2.19670
C -2.35750 -1.90474 2.32431
C -3.54660 -1.92363 3.08611
C -4.15767 -0.66482 2.91487
C -3.32006 0.08334 2.06242
C -3.49962 1.48048 1.59836
N -2.23604 -0.68457 1.69591
H -0.91521 -3.21300 3.18102
H -0.52562 -2.70092 1.51792
H -1.81604 -3.89474 1.81252
H -3.88780 -2.76556 3.68083
H -5.08821 -0.29736 3.34250
H -4.39489 1.56650 0.96106
H -3.65016 2.14446 2.46525
H -2.63228 1.89355 1.04117
*
```

## Properties
energy relative to the best compared isomer or geometry (same formula, charge and spin): 39.7 kcal per mole
total energy: -12711.7875 eV

Below is C7H18ClIO2PSSn as an isolated structure, with properties calculated with ωB97M-V/def2-TZVPD.

```
! RIJCOSX wB97M-V def2-TZVPD def2/J DEFGRID3
* xyz 3 1
C 0.16013 -4.98077 -2.73894
I 0.72472 -3.28977 -1.52134
H -0.92128 -5.07447 -2.67454
H 0.66483 -5.85257 -2.32944
H 0.48592 -4.76697 -3.75414
Sn 0.04123 0.03983 0.43236
P -0.11777 1.43113 -1.41464
C 1.41612 1.77983 -2.35394
C -1.27438 0.82273 -2.69824
H -1.72248 2.97803 -0.50824
H -0.90328 3.69313 -1.93484
H -0.06967 3.60893 -0.35424
C -0.76678 3.09913 -1.02454
H -2.24128 0.63923 -2.22284
H -1.38538 1.55203 -3.50814
H 1.21633 2.44463 -3.20074
H 1.83772 0.84013 -2.72114
H -0.89908 -0.12107 -3.10274
H 2.14912 2.24673 -1.69034
C 1.83392 -0.20917 0.23486
O 2.98632 -0.36957 0.10786
Cl -2.30818 0.36513 0.69056
C -0.33278 -1.26727 4.36486
S 0.03313 -0.40137 2.82746
C -0.16468 1.30903 3.49236
O 1.42272 -1.04547 2.77836
H -1.30948 -0.94417 4.76136
H 0.48512 -1.19407 5.10146
H -0.45218 -2.33777 4.07186
H 0.57492 1.48393 4.30026
H 0.02783 2.06953 2.71086
H -1.19147 1.45133 3.87846
*
```

## Properties
energy relative to the best compared isomer or geometry (same formula, charge and spin): 101.8 kcal per mole
total energy: -58187.4652 eV

Below is C7H18F2O3Zn as an isolated structure, with properties calculated with ωB97M-V/def2-TZVPD.

```
! RIJCOSX wB97M-V def2-TZVPD def2/J DEFGRID3
* xyz -2 1
Zn -1.09893 -0.69951 0.44508
F -2.19671 0.28332 -0.84644
F 0.11106 -1.77066 -0.72527
C 1.92040 1.13076 2.88309
C 0.37439 1.00962 2.79730
O -0.09536 0.65224 1.57447
H 2.39530 0.22573 3.27141
H 2.21129 1.98355 3.50158
H 2.25755 1.26928 1.85473
H -0.02447 1.99828 3.11062
H -0.06311 0.34523 3.56711
C -3.59373 -0.54899 2.26620
C -2.95985 -1.94438 2.39629
O -2.06923 -2.22218 1.38393
H -4.23539 -0.29546 3.11938
H -4.17437 -0.56046 1.34485
H -2.77158 0.16891 2.21607
H -3.79356 -2.67652 2.40005
H -2.47936 -2.06931 3.38543
C 2.09984 -0.90271 -3.48819
C 1.77884 0.48636 -2.91344
C 1.62865 1.57511 -3.97374
O 0.55304 0.42361 -2.22448
H 1.35785 -1.19824 -4.23757
H 1.95341 -1.64611 -2.69853
H 3.10002 -0.97574 -3.92998
H 2.57116 0.79517 -2.20768
H 0.65366 1.51365 -4.45101
H 2.46912 1.57425 -4.67224
H 1.65742 2.50899 -3.40205
H 0.46264 -0.43377 -1.74700
*
```

## Properties
energy relative to the best compared isomer or geometry (same formula, charge and spin): 5.3 kcal per mole
total energy: -67547.3562 eV

Below is C7H18I3IrOP2 as an isolated structure, with properties calculated with ωB97M-V/def2-TZVPD.

```
! RIJCOSX wB97M-V def2-TZVPD def2/J DEFGRID3
* xyz 3 6
I 2.38860 -1.84948 -3.27393
I -0.91291 -2.65266 0.40190
Ir 0.18374 -0.55798 -0.65138
P 2.06610 -0.64994 0.78999
C 3.37409 -1.64270 -0.00155
C 2.86502 0.97352 1.02616
H 3.85365 0.81657 1.48670
H 3.00599 -1.60076 2.80000
H 2.25603 1.62112 1.65783
H 1.44473 -0.81223 3.16460
H 3.71279 -1.13169 -0.91174
H 2.99387 1.42827 0.04390
C 1.98055 -1.43275 2.44224
H 4.19536 -1.82490 0.69669
H 1.47188 -2.39990 2.35769
H 2.89387 -2.57962 -0.30146
P -2.07310 0.29307 -0.92749
C -2.67742 -0.29909 -2.53970
C -3.43122 -0.19039 0.19959
H -1.97141 2.55370 -0.06596
H -3.16475 2.38747 -1.40248
H -1.40902 2.45720 -1.76303
C -2.16455 2.10781 -1.04664
H -3.31640 0.32469 1.16519
H -4.37315 0.11185 -0.28421
H -3.72953 0.00841 -2.64713
H -2.59934 -1.38889 -2.55751
H -3.41222 -1.27442 0.35466
H -2.07031 0.14446 -3.33645
C 0.45583 0.30285 -2.27507
O 0.54201 0.94802 -3.26269
I -0.48496 0.81073 1.72477
*
```

## Properties
energy relative to the best compared isomer or geometry (same formula, charge and spin): 42.6 kcal per mole
total energy: -55285.3997 eV

Below is a 3-piece molecular cluster, C7H18N2O overall, with properties calculated with ωB97M-V/def2-TZVPD.

```
! RIJCOSX wB97M-V def2-TZVPD def2/J DEFGRID3
* xyz 0 1
C 1.23458 1.35556 0.24050
C -0.90158 0.12899 -0.75384
C -0.11521 -0.61222 0.09344
C -2.14153 -1.92208 -0.69830
C 1.76330 1.71456 -1.11605
C 0.51124 2.45491 0.96810
C -2.05847 -2.91317 0.42796
N 2.23912 0.68213 1.02073
N 0.84724 -1.53427 -0.30321
O -1.88459 0.97798 -0.36868
H -2.19962 0.73298 0.51179
H -0.63337 0.25069 -1.79543
H -0.36962 -0.64056 1.14788
H 3.18197 1.04389 0.87368
H 2.04137 0.70454 2.01456
H 1.70827 -1.36028 0.21828
H 1.04351 -1.50313 -1.29624
H -3.09714 -1.40976 -0.79557
H -1.78920 -2.29391 -1.65861
H 2.10153 0.82869 -1.66604
H 1.01149 2.22803 -1.71719
H 2.63855 2.39014 -1.05263
H 1.19172 3.27796 1.25461
H -0.27830 2.88892 0.35289
H 0.05301 2.09071 1.89533
H -2.70355 -3.79314 0.27655
H -2.35509 -2.46935 1.38470
H -1.03962 -3.29881 0.54081
*
```

## Properties
energy relative to the best compared isomer or geometry (same formula, charge and spin): 130.5 kcal per mole
total energy: -12573.6709 eV

Below is one molecule with the formula C7H18N2O, with properties calculated with ωB97M-V/def2-TZVPD.

```
! RIJCOSX wB97M-V def2-TZVPD def2/J DEFGRID3
* xyz 0 1
C -1.48815 -0.56630 1.09527
C -1.11306 0.24764 -0.14570
C -1.16910 1.73826 0.20900
C -2.17706 -0.00432 -1.22507
C 0.24741 -0.15313 -0.78220
N 0.13522 -1.48416 -1.36160
C 1.58913 -0.01605 0.02233
C 1.78131 -1.02597 1.16057
N 1.89036 1.30158 0.54718
O 2.56700 -0.27258 -0.97864
H -1.37090 -1.63154 0.91921
H -2.53125 -0.38188 1.34415
H -0.89163 -0.28161 1.95813
H -2.19988 2.01993 0.41567
H -0.81405 2.34913 -0.61823
H -0.58556 1.97277 1.09539
H -2.17220 -1.04776 -1.52092
H -1.97222 0.59804 -2.10627
H -3.16400 0.25650 -0.84959
H 0.39056 0.52421 -1.63691
H 0.98515 -1.68156 -1.87762
H 0.05030 -2.18107 -0.62944
H 2.78730 -0.90330 1.55817
H 1.68232 -2.04216 0.78905
H 1.07240 -0.86650 1.96451
H 1.39909 1.48564 1.41079
H 1.65697 2.02053 -0.12721
H 3.41456 0.02565 -0.63003
*
```

## Properties
energy relative to the best compared isomer or geometry (same formula, charge and spin): 6.4 kcal per mole
total energy: -12579.0521 eV